[1]
Below is a cluster of 10 separate species, C35H80BO17 in total, with properties calculated with ωB97M-V/def2-TZVPD.

The HOMO energy is -0.275 hartree. Its charge is -1. Its spin multiplicity is 1. Its gap between HOMO and LUMO is 9.35 eV.

The geometry in XYZ format:
```
133
Properties=species:S:1:pos:R:3:forces:R:3
O -1.827 -1.989 7.466 0.5 0.9 0.3
O -1.742 2.761 -2.362 1.8 -2.9 2.5
O 6.017 -1.639 -0.034 0.0 -0.3 -0.7
O -0.829 0.141 1.378 -1.8 1.2 -5.3
O 0.446 0.664 -2.935 -1.1 0.9 2.6
O -1.300 2.032 -0.247 -0.8 0.0 0.2
O 1.554 1.703 3.363 -3.3 -0.5 -3.6
O 3.644 -0.001 4.080 0.1 0.3 0.0
O -3.668 -3.591 1.626 -0.4 1.5 0.7
O 0.521 2.148 1.322 -0.3 -1.8 0.7
O 0.534 0.673 -0.660 -0.5 -0.1 0.0
O 2.006 0.474 -5.273 1.0 0.8 0.5
O -2.079 5.024 -0.704 0.1 0.8 0.9
O -0.300 -0.731 3.332 0.5 3.1 -2.3
O -4.373 0.864 -4.453 1.0 0.6 0.2
O 1.448 4.773 -0.804 -0.5 0.6 0.3
O -0.070 -3.447 -1.099 -0.4 -0.6 -0.4
C 7.852 -2.896 -0.703 0.6 -0.6 -1.0
C 0.725 1.451 2.442 2.9 0.4 3.7
C -4.005 -1.199 2.371 0.5 -0.4 -1.7
C -1.292 -3.753 -3.214 0.5 -0.7 0.4
C 3.658 4.600 -1.547 -0.2 -0.9 -1.3
C 2.175 -1.320 5.519 0.8 -0.4 -0.8
C -1.682 7.430 -0.934 0.3 0.9 1.1
C 4.133 -0.131 0.286 0.2 -1.4 1.0
C -4.558 2.301 -4.479 -1.5 -1.0 0.1
C -1.160 1.995 -1.543 -0.8 2.4 -2.2
C -2.840 0.086 6.864 -0.2 -0.6 -0.5
C -2.723 -0.854 -4.331 -0.3 0.4 0.3
C 3.223 -1.314 4.342 -1.4 0.9 1.1
C -4.004 -4.724 -0.217 0.0 -1.4 -1.6
C -1.796 6.096 -1.578 -0.8 -0.9 -2.1
C 1.636 5.083 -3.213 1.5 0.8 0.5
C -0.905 -4.082 8.402 -0.3 1.1 -0.6
C -2.862 6.152 -2.678 -0.3 0.3 -0.5
C -0.214 0.162 2.443 2.3 -2.2 6.1
C 0.921 -2.770 -0.349 -0.1 -0.3 0.8
C -6.058 2.598 -4.098 1.3 -0.2 -0.5
C 4.702 -1.584 0.437 -0.7 1.7 -0.2
C -3.210 -3.559 0.310 -1.5 -1.7 0.2
C 1.295 0.190 -7.522 -0.5 0.8 0.6
C -0.710 -2.836 7.420 -0.6 -2.3 1.7
C 1.567 -3.752 0.613 0.4 -0.4 0.1
C 2.172 4.374 -1.951 0.2 0.0 0.4
C -0.720 -2.798 -2.190 1.1 0.8 -0.3
C -3.178 -2.491 2.333 0.2 -0.1 2.9
C 0.878 0.386 -6.064 -0.5 -1.6 -1.2
C 4.410 -2.134 4.542 1.2 -1.7 0.9
C -3.036 0.487 -4.929 -1.5 0.5 0.5
C 0.024 1.013 -1.828 0.9 -0.6 -2.1
C -1.512 -0.695 6.928 -1.5 0.2 -0.7
C 6.414 -2.969 -0.267 1.0 0.2 0.6
B -0.285 1.249 0.458 0.2 0.2 -0.3
H 1.751 -2.324 5.550 -0.4 0.1 0.0
H 0.423 -0.580 -5.848 -0.9 0.0 0.5
H 5.047 -2.250 3.666 -0.2 0.1 -0.2
H 0.036 -2.217 -2.718 0.2 0.4 -0.1
H 8.478 -2.237 -0.102 -0.3 0.1 0.0
H 0.498 -2.040 0.341 -0.5 0.4 -0.3
H -3.903 2.771 -3.746 0.3 0.1 -0.3
H 8.355 -3.861 -0.751 -0.2 -0.3 0.4
H 0.049 -4.601 8.493 -0.1 -0.4 -0.5
H 0.426 -0.024 -8.143 -0.1 0.1 0.0
H -0.645 -3.249 6.414 0.6 0.2 -0.2
H 1.426 -0.570 5.266 -0.3 -0.3 0.0
H -2.312 4.270 -1.251 0.0 -0.4 -0.2
H 4.014 -2.203 -0.140 0.2 -0.5 -0.3
H 1.844 6.147 -3.095 -0.7 0.4 0.4
H 3.923 5.638 -1.345 -0.4 0.0 0.0
H 1.892 3.326 -2.054 0.9 -0.5 -0.3
H -1.732 -4.708 8.068 0.3 -0.3 -0.2
H -2.002 -4.439 -2.753 -0.2 0.1 -0.2
H -3.838 -5.653 0.328 1.0 0.0 0.0
H 1.744 1.131 -7.840 0.4 -0.3 -0.5
H -4.936 -1.247 2.935 0.2 -0.2 0.1
H -1.708 -1.111 -4.636 -0.2 -0.5 0.0
H -4.234 -1.022 1.320 -0.5 0.4 -0.1
H 4.300 4.248 -2.355 0.1 0.2 -0.4
H 4.051 -3.121 4.836 0.2 -0.4 -0.1
H 7.858 -2.612 -1.756 0.2 0.6 0.1
H -2.771 -0.774 -3.245 0.4 0.3 0.1
H -3.081 0.507 -6.018 0.1 -0.3 -0.2
H -1.148 -3.832 9.434 -0.1 0.7 -0.1
H 4.721 -1.951 1.463 -0.4 0.1 0.3
H -2.122 -2.331 2.116 0.0 0.4 -0.4
H -4.353 2.546 -5.521 0.1 0.9 0.1
H 0.213 -2.400 7.801 0.1 0.6 -0.6
H -0.684 7.724 -0.610 0.2 -0.3 -0.1
H 0.577 4.879 -3.368 0.2 0.0 -0.1
H -6.243 2.101 -3.146 -0.3 -0.2 -0.2
H -1.197 -0.789 5.889 0.5 -0.2 -0.1
H -0.485 -4.359 -3.625 0.1 -0.2 0.1
H -2.938 5.193 -3.191 -0.3 -0.2 0.2
H -3.502 -2.658 -0.230 0.3 0.4 0.0
H 0.821 -4.286 1.202 -0.1 0.3 0.1
H 1.691 0.942 -4.496 0.4 -0.2 0.5
H -2.591 6.843 -3.477 0.4 0.2 0.0
H -3.519 -1.576 -4.515 0.4 -0.3 -0.7
H 0.199 1.215 -5.862 -0.2 0.0 -0.3
H -0.931 5.825 -2.183 0.7 0.3 0.4
H 5.057 -1.814 5.358 -0.1 0.4 0.1
H -0.728 -0.181 7.483 0.0 -0.1 0.3
H 4.426 0.310 -0.667 -0.1 -0.1 0.1
H -3.387 -0.347 2.656 0.0 -0.1 0.4
H -3.813 -4.885 -1.278 0.1 -0.3 -0.1
H 2.538 -1.113 6.525 0.6 0.2 -0.1
H -6.704 2.278 -4.916 -0.1 -0.4 0.3
H 3.055 -0.277 0.356 -0.2 0.4 -0.3
H -3.836 6.522 -2.357 -0.2 -0.4 0.4
H 2.226 -3.181 1.267 -0.1 0.1 0.3
H 5.832 -3.475 -1.038 -0.4 0.1 -0.1
H 4.408 0.498 1.133 0.2 0.1 -0.2
H -2.287 7.487 -0.030 -0.3 -0.1 0.0
H -2.138 -3.750 0.364 0.2 0.2 -0.8
H 6.325 -3.545 0.654 -0.2 -0.2 0.3
H 3.991 3.968 -0.724 -0.6 0.2 0.3
H 1.678 -2.233 -0.920 -0.1 -0.1 -0.6
H 0.576 4.381 -0.887 -0.4 0.2 0.4
H 2.207 -4.536 0.208 -0.1 0.1 -0.6
H -3.459 -0.320 6.063 0.1 -0.6 -0.1
H -6.292 3.652 -3.945 0.5 0.2 0.0
H -3.158 -2.865 3.357 0.2 0.1 0.3
H 2.671 -1.743 3.505 -0.2 0.2 -0.5
H -2.268 1.203 -4.636 -0.1 0.3 0.3
H 1.946 -0.684 -7.546 0.3 0.3 -0.2
H -1.470 -2.070 -1.880 -0.2 -0.1 0.5
H 2.910 0.554 4.355 -0.1 0.5 -0.4
H -3.443 -0.070 7.758 0.2 0.5 0.2
H -2.771 1.115 6.509 0.4 0.2 0.7
H -5.089 -4.741 -0.112 -0.2 1.3 0.0
H 2.248 4.944 -4.104 -0.2 -1.0 -0.2
H -2.026 8.217 -1.606 0.0 -0.1 -0.1
H -1.703 -3.228 -4.077 -0.3 0.1 0.4
```
Positions in Å, forces in eV/Å.

---

[2]
Below is a cluster of 2 separate species, CH4S2 in total, with properties calculated with ωB97M-V/def2-TZVPD.

The HOMO energy is -0.334 hartree. The energy above the lowest of the compared OMol25 structures with the same formula, charge and spin comes out at 29.0 kcal/mol. As for the SMILES: C=S.S. Its spin multiplicity is 1. Its gap between HOMO and LUMO is 8.42 eV.

The geometry in XYZ format:
```
7
Properties=species:S:1:pos:R:3:forces:R:3
S -2.559 -0.375 0.023 -0.5 0.0 0.1
S 1.174 -1.229 -0.090 0.2 0.3 0.0
C 1.509 0.325 0.134 -0.1 -0.5 -0.1
H -1.722 0.654 0.087 0.2 0.2 0.0
H 2.419 0.776 -0.240 0.1 0.1 0.0
H -1.659 -1.132 -0.590 0.2 -0.2 -0.1
H 0.838 0.980 0.676 -0.1 0.1 0.1
```
Positions in Å, forces in eV/Å.

---

[3]
Below is a cluster of 6 separate species, C35H71NO15P in total, with properties calculated with ωB97M-V/def2-TZVPD.

The HOMO energy (spin up / spin down) is -0.302 / -0.343 hartree. Its spin multiplicity is 2. Its gap between HOMO and LUMO (spin up / spin down) is 8.39 / 9.51 eV.

The geometry in XYZ format:
```
123
Properties=species:S:1:pos:R:3:forces:R:3
P -0.819 2.605 2.143 1.9 3.8 0.9
O -8.435 2.698 0.311 -0.1 0.1 0.5
O 3.379 5.186 7.929 -0.1 -0.1 0.2
O -0.373 1.456 3.274 -1.6 0.4 -1.6
O 1.370 -0.734 -4.369 -0.2 0.1 0.5
O -3.424 0.890 -1.253 0.0 -0.5 -0.4
O 1.199 4.927 8.062 -0.1 -0.2 0.5
O -10.337 2.885 -0.775 0.0 0.1 0.2
O -0.144 3.904 2.558 -1.2 -2.1 -0.7
O 5.532 -0.011 -1.385 0.0 -0.2 1.2
O 4.790 -5.269 1.136 -0.5 0.1 0.3
O 4.339 -4.272 -0.771 -0.1 0.0 0.2
O -3.469 -4.721 -1.079 0.2 0.2 -0.5
O -4.087 -2.914 0.007 0.0 -0.1 -0.2
O -0.515 -0.509 -5.482 0.0 0.1 0.2
O -2.451 2.912 2.104 1.9 -1.6 0.4
N -2.159 0.747 -1.416 0.0 1.5 1.8
C -0.668 4.703 6.521 0.1 0.0 -0.2
C 1.079 -1.919 -6.503 0.0 -0.6 0.1
C 6.760 -6.067 2.321 0.1 0.1 -0.1
C 2.593 -1.424 -4.084 0.3 0.0 -0.1
C 4.689 2.280 -1.497 0.8 1.2 1.0
C -7.191 2.034 0.566 0.3 0.0 -0.2
C -3.936 -7.108 -1.001 -0.1 0.0 0.1
C 3.612 3.058 -0.647 -0.2 -0.5 -1.2
C -1.505 0.029 -0.310 1.4 -2.3 1.1
C -6.061 2.652 -0.230 0.0 0.1 -0.1
C -0.130 0.625 0.156 0.0 0.1 0.3
C -3.710 -4.809 1.365 0.5 -0.1 0.3
C 2.192 2.384 -0.797 1.4 0.4 1.3
C 2.291 5.493 7.524 0.2 0.1 -0.4
C -0.111 2.165 0.444 -0.9 0.0 -0.6
C -8.718 1.526 -1.830 0.0 -0.6 0.1
C -0.138 5.354 7.781 -0.2 -0.1 -0.2
C 4.862 -1.094 -0.738 0.3 -0.6 -0.2
C -9.241 2.398 -0.719 0.0 0.0 -0.4
C -0.340 1.695 -2.911 -1.1 -0.6 0.7
C 2.130 6.436 6.360 -0.1 0.6 0.1
C -1.178 -1.425 -0.858 -0.4 0.9 -0.2
C -3.746 -4.065 0.057 -0.3 0.0 0.3
C -2.531 2.838 -2.623 0.6 0.4 0.1
C 4.960 -5.119 -0.186 0.3 0.0 -0.3
C 1.341 2.786 0.448 -0.2 -0.9 -0.6
C -2.406 -0.192 0.950 -0.4 -0.3 0.1
C 5.335 -6.354 1.893 0.3 -0.1 0.1
C -1.462 1.980 -1.838 -0.2 1.9 -2.1
C 3.751 -0.843 -4.869 0.0 0.0 -0.2
C -2.882 -6.026 -1.124 -0.1 -0.3 0.0
C 0.567 -1.023 -5.407 0.0 0.0 -0.4
C 5.445 1.202 -0.640 -1.0 0.7 -0.7
C -0.973 2.895 -0.664 0.4 -0.2 -0.2
C 5.992 -5.955 -0.894 -0.2 -0.5 -0.2
H 0.326 0.880 -2.577 -0.1 0.6 -0.4
H 5.451 3.044 -1.780 -0.5 -0.5 -0.1
H -2.939 2.230 2.582 -0.3 0.0 0.0
H -0.308 -1.381 -1.545 -0.4 -0.1 0.4
H 0.201 2.631 -3.136 -0.2 -0.5 0.1
H -0.306 3.657 -1.129 -0.6 -0.4 0.2
H -4.690 -6.991 -1.780 0.1 0.0 0.0
H -3.057 2.233 -3.382 0.1 0.2 0.6
H 1.786 2.738 -1.758 -0.1 -0.5 0.5
H -4.712 -5.169 1.596 0.0 0.0 0.0
H 1.851 2.388 1.350 0.0 0.5 -0.4
H 3.928 3.117 0.413 -0.1 0.0 -0.5
H 6.455 1.573 -0.379 -0.4 -0.3 -0.2
H -0.613 3.616 6.604 -0.1 0.0 0.1
H 0.123 0.106 1.108 -0.1 0.1 -0.7
H -0.991 -2.110 -0.009 0.0 0.2 -0.6
H -2.398 -6.101 -2.097 -0.1 0.2 0.0
H 0.640 0.295 -0.569 -0.3 0.6 0.3
H -1.706 4.991 6.346 0.0 0.0 0.0
H 1.504 -1.303 -7.295 0.0 0.0 0.0
H 3.810 -1.157 -1.086 0.4 0.0 0.3
H 3.848 0.225 -4.665 0.0 -0.1 0.1
H 6.929 -5.399 -0.940 0.0 0.0 0.0
H -3.010 -5.642 1.381 -0.2 -0.1 -0.1
H -3.082 0.649 1.188 0.2 -0.4 -0.5
H -2.092 -6.123 -0.377 -0.1 0.0 0.1
H 1.184 6.972 6.352 -0.1 -0.2 -0.1
H -7.282 0.960 0.397 0.0 0.0 -0.1
H 5.389 -2.032 -1.003 -0.5 0.5 0.0
H -0.081 4.983 5.646 -0.1 0.0 0.0
H -0.738 5.037 8.634 0.2 0.0 0.1
H 4.874 1.082 0.310 0.4 -0.3 -0.5
H -6.226 2.555 -1.303 0.1 -0.1 0.0
H -1.997 3.646 -3.170 -0.2 -0.5 0.3
H 5.244 -7.295 1.347 0.0 0.1 -0.1
H -5.112 2.173 0.016 0.0 0.0 -0.1
H -0.201 6.444 7.747 0.1 0.0 -0.1
H 3.578 4.088 -1.054 -0.2 -0.4 0.5
H 4.281 1.878 -2.441 0.1 -0.1 0.6
H -1.793 -0.371 1.864 -0.1 0.1 -0.8
H -2.066 -1.728 -1.449 0.5 -0.2 0.5
H 6.805 -5.135 2.885 -0.1 -0.1 0.1
H -5.984 3.719 -0.014 0.0 0.0 0.1
H 5.641 -6.148 -1.907 0.1 0.2 0.0
H 1.311 3.893 0.476 -0.2 -0.7 0.4
H 1.816 -2.647 -6.171 0.1 0.1 -0.1
H 7.422 -5.951 1.461 0.0 -0.1 0.0
H 4.892 -1.030 0.369 -0.1 0.2 -0.6
H 0.590 1.494 3.261 0.2 0.1 0.3
H -3.390 -4.118 2.144 -0.2 0.1 -0.1
H 7.144 -6.876 2.944 0.0 0.0 0.0
H -8.319 2.161 -2.622 0.0 0.0 0.0
H -6.997 2.164 1.631 -0.2 0.1 0.0
H -9.548 0.942 -2.225 -0.1 0.2 -0.1
H 2.775 -1.283 -3.018 -0.2 0.1 0.0
H 4.705 -6.447 2.777 -0.1 0.1 -0.1
H -3.483 -8.096 -1.094 0.0 0.0 0.0
H 6.166 -6.926 -0.435 0.2 0.1 0.1
H 0.239 -2.485 -6.902 0.0 0.2 -0.1
H -0.884 1.358 -3.814 0.6 0.0 0.4
H -1.848 3.453 -0.282 0.5 -0.4 0.1
H 2.240 5.876 5.432 0.0 0.0 0.0
H 2.915 7.188 6.419 0.1 -0.2 -0.1
H 4.684 -1.339 -4.599 0.0 0.0 0.0
H -7.958 0.815 -1.515 0.1 0.2 -0.1
H 3.601 -0.950 -5.944 0.0 -0.1 0.0
H -3.229 3.349 -1.927 0.2 -0.6 -0.5
H -4.456 -7.055 -0.044 0.1 0.0 0.0
H 2.402 1.291 -0.787 -0.5 0.6 -0.3
H -3.010 -1.112 0.798 0.1 0.9 0.1
H 2.480 -2.499 -4.239 0.0 0.0 -0.1
```
Positions in Å, forces in eV/Å.

---

Number 1: DFT total energy -2685.630429 hartree. Number 2: DFT total energy -836.819972 hartree. Number 3: DFT total energy -2900.875140 hartree.